{"formula": "C3H7NO2", "method": "wB97M-V/def2-TZVPD", "symbols": ["C", "N", "O", "C", "O", "C", "H", "H", "H", "H", "H", "H", "H"], "xyz": [[2.789160, -1.210651, -0.016227], [1.746579, -0.479880, 0.101595], [0.551038, -1.204495, -0.209868], [-0.526782, -0.319425, 0.229916], [-1.016256, 0.483883, -0.714627], [-1.936280, 1.421451, -0.262950], [2.711209, -2.284610, -0.277180], [3.719233, -0.638148, 0.067317], [-0.167089, 0.192207, 1.048288], [-1.323443, -1.018425, 0.572505], [-2.601985, 1.041275, 0.432558], [-1.382329, 2.288383, 0.081740], [-2.563054, 1.728434, -1.053068]], "forces_ev_per_a": [[-1.0, 0.5, -0.3], [0.3, -1.1, -0.7], [-0.2, 1.9, 0.7], [-0.4, -3.9, 0.3], [0.2, 0.3, -2.7], [1.4, 1.0, -0.6], [0.3, 0.7, 0.1], [-0.2, -0.6, 0.2], [0.9, 1.4, 2.0], [0.4, 0.1, -0.1], [-1.1, -0.9, 2.0], [-0.2, 0.3, 0.5], [-0.4, 0.3, -1.3]], "nbo_charge": [-0.147, -0.129, -0.404, 0.252, -0.528, -0.248, 0.188, 0.201, 0.148, 0.132, 0.168, 0.175, 0.193], "largest_force_ev_per_a": 3.89, "e_above_lowest_ev": 4.219, "total_charge": 0, "homo_ha": -0.3638, "gap_ev": 11.0, "e_tot_ha": -323.6259}